## 1
A 2-piece molecular cluster, C3H5ClO2 overall, computed with ωB97M-V/def2-TZVPD.

CARTESIAN COORDINATES (ANGSTROEM)
Cl -3.9400 0.8506 0.4511
O -2.5956 -0.8036 -0.5976
O -0.3304 -0.5739 1.4182
C 0.7974 -0.8335 -0.7160
C -3.5693 -0.0898 -0.8941
C 0.2764 -0.1274 0.4450
H 0.2500 0.9676 0.2989
H 0.7314 -1.9098 -0.6310
H 0.1892 -0.3773 -1.5544
H 1.8396 -0.6670 -0.8438
H -2.0591 -0.7281 0.2301

## Properties
E_LUMO	0.48	eV
net charge	0
HOMO energy	-9.3	eV

Atom charges from the natural (NBO) analysis, given in e for atoms 1 to 6: -0.060 -0.659 -0.555 -0.730 0.202 0.443


## 2
A 2-piece molecular cluster, C3H5ClO2 overall, computed with ωB97M-V/def2-TZVPD.

CARTESIAN COORDINATES (ANGSTROEM)
Cl -0.1276 -2.0883 0.2098
O 0.0202 1.2151 2.5893
O -1.1330 -0.1401 -1.3488
C -0.7089 0.6747 1.8477
C 1.1768 0.1233 -0.8054
C -0.1876 -0.3934 -0.4061
H 1.7361 0.5488 0.0549
H -1.7500 0.4696 2.0706
H -1.7992 -0.7762 -1.3881
H 1.7222 -0.7100 -1.4973
H 1.0509 1.0766 -1.3268

## Properties
E_LUMO (alpha / beta)	0.40 / 0.46	eV
net charge	0
HOMO energy (alpha / beta)	-8.0 / -7.8	eV

Atom charges from the natural (NBO) analysis, given in e for atoms 1 to 6: -0.088 -0.483 -0.695 0.392 -0.715 0.271


The calculated energies rank the structures as follows, beginning with the most stable: 1, 2.


## 1
A 2-piece molecular cluster, C4H10NO2 overall, computed with ωB97M-V/def2-TZVPD.

CARTESIAN COORDINATES (ANGSTROEM)
O -2.6720 -0.1442 -0.2961
O -0.5839 -0.8357 0.0720
N 1.9460 -0.1844 -0.6705
C 1.2649 0.7956 -1.2377
C -2.4320 0.7868 0.7837
C -1.7162 -0.9174 -0.5573
C 2.1508 -0.0855 0.8110
H 1.8771 -1.0447 1.2315
H 3.1783 0.1709 1.0688
H -2.0654 -1.5633 -1.4180
H 2.6226 -0.5826 -1.2348
H 1.6227 0.7179 1.1766
H 1.6196 0.8427 -2.3228
H -2.4355 0.2740 1.7641
H -1.4740 1.1776 0.6314
H -3.1797 1.5898 0.5922
H 0.2766 -0.9974 -0.3943

## Properties
E_LUMO	-4.66	eV
net charge	+1
HOMO energy	-12.6	eV

Atom charges from the natural (NBO) analysis, given in e for atoms 1 to 6: -0.352 -0.626 -0.617 -0.098 -0.294 0.734


## 2
An isolated ion of composition C4H10NO2 and charge +1, computed with ωB97M-V/def2-TZVPD.

CARTESIAN COORDINATES (ANGSTROEM)
O 1.4170 -1.4173 -2.6668
O 0.2491 -2.5456 -1.0823
N -0.0039 -0.3242 0.4143
C 0.9577 -1.5291 -1.5735
C -0.1820 1.1207 0.9292
C -1.5652 1.6713 0.9052
C 1.1975 -0.4490 -0.5524
H 0.1421 -3.2581 -1.7274
H 1.3965 0.4851 -1.0605
H 0.1772 1.0924 1.9584
H -0.8760 -0.5543 -0.0616
H -2.0452 1.6864 -0.0750
H 0.5781 1.7139 0.4407
H 2.0410 -0.6438 0.1021
H 0.2983 -0.9106 1.1803
H -1.5458 2.6990 1.2692
H -2.2363 1.1634 1.6001

## Properties
E_LUMO	-3.60	eV
net charge	+1
HOMO energy	-15.2	eV

Atom charges from the natural (NBO) analysis, given in e for atoms 1 to 6: -0.498 -0.690 -0.506 0.751 -0.216 -0.657


## 3
A 2-piece molecular cluster, C4H10NO2 overall, computed with ωB97M-V/def2-TZVPD.

CARTESIAN COORDINATES (ANGSTROEM)
O 0.8880 -0.5122 -1.8412
O -0.8153 -1.1369 1.9589
N -1.1972 1.2329 -1.7600
C -0.0588 -0.3110 1.2469
C 1.3892 -1.1840 -0.9494
C 1.1869 -1.0951 0.5582
C -0.2472 0.9969 1.1553
H 1.1189 -2.1847 0.7499
H -1.5448 2.2225 -2.0348
H -0.9663 1.4058 -0.6396
H 0.4732 1.4845 0.6607
H -0.7905 1.5056 1.8745
H -1.9271 0.5364 -1.6435
H 2.1036 -1.9591 -1.0674
H 2.1393 -0.8109 1.1030
H -0.3749 0.6675 -2.0988
H -1.3770 -0.8584 2.7273

## Properties
E_LUMO	-3.27	eV
net charge	+1
HOMO energy	-13.5	eV

Atom charges from the natural (NBO) analysis, given in e for atoms 1 to 6: -0.586 -0.681 -0.964 0.443 0.503 -0.591


## 4
An isolated ion of composition C4H10NO2 and charge +1, computed with ωB97M-V/def2-TZVPD.

CARTESIAN COORDINATES (ANGSTROEM)
O -2.0056 0.4001 -2.7151
O -1.9832 -0.7764 -0.7764
N 0.5832 -0.7335 -0.2827
C -0.0424 0.4033 -1.1012
C 1.3762 0.0852 0.6939
C 0.4790 0.2903 1.8900
C -1.4815 0.0264 -1.7108
H -0.4663 0.7701 1.6766
H 0.2167 -0.6267 2.5664
H 0.6478 0.6220 -1.9728
H -2.8460 -0.9441 -0.8698
H 1.6571 1.1999 0.3756
H -0.2714 1.4414 -0.6046
H -0.1686 -1.3214 0.1788
H 0.9460 0.9672 2.6738
H 2.2468 -0.5733 1.0732
H 1.1121 -1.2305 -1.0948

## Properties
E_LUMO	-3.53	eV
net charge	+1
HOMO energy	-15.2	eV

Atom charges from the natural (NBO) analysis, given in e for atoms 1 to 6: -0.492 -0.702 -0.548 -0.366 -0.259 -0.681


The calculated energies rank the structures as follows, beginning with the most stable: 2, 4, 3, 1.


## 1
A 2-piece molecular cluster, C16H17N overall, computed with ωB97M-V/def2-TZVPD.

CARTESIAN COORDINATES (ANGSTROEM)
N 0.6233 -3.5090 3.2443
C -1.8063 1.0772 -1.9332
C 1.8322 -1.3302 0.7032
C -0.6123 -2.6394 1.2328
C 0.4821 -2.7959 2.0782
C -1.9745 3.1961 -3.0863
C 3.9847 -1.9500 3.1077
C 0.7476 -1.1933 -0.1491
C 1.7121 -2.1297 1.8412
C -1.8074 3.1091 -0.6736
C 1.8936 -3.2907 3.7422
C -2.1015 4.0080 -4.3481
C -1.9068 3.8410 -1.8542
C -0.4571 -1.8350 0.1224
C -1.9089 1.8146 -3.1124
C -1.7679 1.7257 -0.7086
C 2.6004 -2.4786 2.9106
H -1.9931 1.2816 -4.0521
H -1.9928 5.0682 -4.1212
H 3.9198 -0.9709 3.5891
H -1.6790 1.1687 0.2143
H -1.8003 -0.0038 -1.9722
H 2.7650 -0.8246 0.4829
H -1.5440 -3.1428 1.4609
H -1.3189 3.7412 -5.0604
H -0.1230 -3.9287 3.7814
H -1.2904 -1.7197 -0.5602
H -1.7323 3.6404 0.2673
H 0.8794 -0.5735 -1.0242
H 2.2427 -3.7606 4.6489
H -3.0543 3.8789 -4.8586
H -1.9261 4.9221 -1.7903
H 4.4854 -1.8296 2.1475
H 4.6285 -2.5673 3.7299

## Properties
E_LUMO	0.93	eV
net charge	0
HOMO energy	-7.8	eV

Atom charges from the natural (NBO) analysis, given in e for atoms 1 to 6: -0.548 -0.193 -0.182 -0.261 0.202 0.079


## 2
A 2-piece molecular cluster, C16H17N overall, computed with ωB97M-V/def2-TZVPD.

CARTESIAN COORDINATES (ANGSTROEM)
N -0.3487 0.7902 -3.8243
C 0.5745 -1.2448 2.4269
C -0.6555 1.8851 -3.0562
C 1.7697 -0.1289 0.5184
C -0.6907 -2.2053 -1.1258
C -0.8897 0.0824 -1.7689
C -0.4032 -0.3326 -3.0194
C -1.5238 2.3929 -0.7016
C 0.1107 -0.0742 4.4974
C 1.1952 1.0727 2.6178
C -1.0919 -0.9262 -0.8254
C 0.1093 -1.5996 -3.2801
C 0.0712 -1.2300 3.7142
C 0.6520 1.0427 3.9014
C -0.0447 -2.5734 -2.3213
C 1.2084 -0.1201 1.9020
C -1.0762 1.5068 -1.8167
H 1.0163 -0.0653 -0.2761
H -0.8880 -2.9868 -0.4204
H 2.3783 0.7323 0.3054
H 2.2822 -1.0150 0.1453
H 1.6409 1.9947 2.2807
H 0.7308 1.9411 4.5114
H -0.4634 -2.0907 4.0696
H 0.4808 -1.7808 -4.2764
H -0.5485 2.8849 -3.4513
H -1.3584 1.9015 0.2513
H -0.9005 3.2815 -0.6282
H -1.5781 -0.7934 0.1327
H 0.5824 -2.1849 1.8869
H -2.5763 2.6628 -0.7367
H 0.3878 -3.5554 -2.4283
H -0.2537 -0.1644 5.5101
H 0.1010 0.9002 -4.7146

## Properties
E_LUMO	0.88	eV
net charge	0
HOMO energy	-7.9	eV

Atom charges from the natural (NBO) analysis, given in e for atoms 1 to 6: -0.526 -0.236 -0.021 -0.656 -0.243 -0.101


## 3
A 2-piece molecular cluster, C16H17N overall, computed with ωB97M-V/def2-TZVPD.

CARTESIAN COORDINATES (ANGSTROEM)
N -2.1208 2.4615 -1.5665
C 0.7024 1.1732 -3.5056
C -2.6899 1.7740 -0.4884
C -1.0062 1.7569 -1.9894
C 0.6571 -0.1319 -2.9557
C 0.9434 1.0677 2.7376
C -1.0915 0.4618 -1.4323
C 2.4797 -1.9710 1.1358
C -0.1638 2.1331 -3.0411
C -0.2733 -0.5157 -2.0245
C 2.2440 -2.9609 2.0625
C -2.7406 -0.6808 0.2451
C 1.3720 -2.7004 3.1290
C 1.9843 -0.6740 1.3430
C -2.2088 0.5014 -0.5349
C 1.0229 -1.4038 3.4132
C 1.3543 -0.3650 2.5404
H 1.4585 1.3553 -4.2456
H 2.9554 -2.1134 0.1748
H -2.1768 -1.5402 -0.1029
H -0.3463 -1.5775 -1.8092
H -3.4594 2.1945 0.1332
H 0.7214 1.2309 3.7959
H -3.8295 -0.7354 0.1963
H 0.1006 1.4327 2.1389
H 2.1933 0.0446 0.5755
H 1.0732 -3.5513 3.7300
H -2.6494 -0.4355 1.3103
H 1.7216 1.7673 2.4167
H 2.7552 -3.9146 2.0609
H 0.3969 -1.1286 4.2559
H -2.0741 3.4638 -1.6479
H 1.2408 -0.8509 -3.5206
H -0.2884 3.0964 -3.5223

## Properties
E_LUMO	0.84	eV
net charge	0
HOMO energy	-7.8	eV

Atom charges from the natural (NBO) analysis, given in e for atoms 1 to 6: -0.526 -0.213 -0.049 0.145 -0.242 -0.637


The calculated energies rank the structures as follows, beginning with the most stable: 1, 2, 3.


## 1
A 2-piece molecular cluster, C16H17N overall, computed with ωB97M-V/def2-TZVPD.

CARTESIAN COORDINATES (ANGSTROEM)
N 0.8820 -2.0157 1.2793
C 0.9910 0.4945 -3.6792
C 1.6647 0.0601 1.4876
C 1.2019 -0.8318 -3.2849
C 2.0272 -1.2327 1.2304
C 2.4335 1.3216 1.5989
C -1.6830 0.5525 3.0084
C -0.1546 1.1728 -3.2834
C -0.6508 -0.5717 -1.7209
C -0.2000 -1.2727 1.7057
C 0.2625 0.0304 1.8294
C 0.3643 -1.3436 -2.2848
C -1.0111 0.6327 -2.3276
C -2.1997 1.3980 -1.8278
C -2.1746 -0.7921 2.7452
C -0.5140 1.0478 2.5590
C -1.4590 -1.7842 2.1819
H 2.9824 -1.6964 1.0604
H -1.0477 -0.8486 -0.7537
H 2.3146 1.9486 0.7007
H -0.3444 2.1075 -3.7987
H -1.6395 -2.8437 2.1087
H -2.3284 2.3492 -2.3548
H 0.0265 1.9690 2.6623
H -3.2145 0.9935 -1.8549
H -3.1889 -0.9391 3.1073
H 3.5016 1.0950 1.4773
H -2.5061 1.1984 3.3110
H 2.0352 -1.4243 -3.6314
H 1.0187 -2.9949 1.1230
H 2.2748 1.9402 2.4735
H -2.0730 1.6041 -0.7626
H 0.6086 -2.3151 -1.8813
H 1.7996 0.9909 -4.2040

## Properties
E_LUMO	0.83	eV
net charge	0
HOMO energy	-7.9	eV

Atom charges from the natural (NBO) analysis, given in e for atoms 1 to 6: -0.533 -0.202 -0.087 -0.228 -0.032 -0.638


## 2
A 2-piece molecular cluster, C16H17N overall, computed with ωB97M-V/def2-TZVPD.

CARTESIAN COORDINATES (ANGSTROEM)
N -1.4691 -0.3328 1.6838
C 0.9520 -3.5327 -1.9893
C 0.5098 2.7139 2.2547
C -0.4370 1.6423 1.8146
C -1.7222 1.8477 1.2335
C 3.7078 -0.3649 -1.0791
C -2.4526 2.9142 0.6878
C -2.3362 0.5763 1.1307
C 1.9804 -2.0521 -0.4088
C 2.7816 -1.5110 -1.4195
C -0.3082 0.3073 2.0585
C 1.6147 -2.8749 -3.0081
C -3.6060 0.3330 0.5945
C -4.2704 1.4363 0.1132
C -3.6879 2.7128 0.1179
C 2.5909 -1.9193 -2.7192
C 1.1423 -3.1205 -0.6823
H 3.1601 -1.5594 -3.5696
H 0.5434 -3.5828 0.0954
H -4.2190 3.5466 -0.3117
H 1.3622 -3.0864 -4.0284
H 4.6489 -0.6981 -0.6529
H 0.6897 2.7703 3.3247
H 1.4084 2.6406 1.6654
H -5.2613 1.3168 -0.3048
H 0.3069 -4.3530 -2.2285
H 3.2473 0.3383 -0.3766
H 2.1002 -1.7711 0.6325
H 0.5430 -0.1995 2.4264
H -3.9802 -0.6734 0.6697
H -1.4798 -1.3182 1.5237
H 3.8543 0.2555 -1.9643
H 0.0935 3.6961 2.0059
H -2.0074 3.9022 0.7101

## Properties
E_LUMO	0.79	eV
net charge	0
HOMO energy	-7.8	eV

Atom charges from the natural (NBO) analysis, given in e for atoms 1 to 6: -0.521 -0.230 -0.631 -0.084 -0.101 -0.632


## 3
A 2-piece molecular cluster, C16H17N overall, computed with ωB97M-V/def2-TZVPD.

CARTESIAN COORDINATES (ANGSTROEM)
N -1.2791 -2.6572 -3.3287
C -0.0302 1.7626 2.4886
C 0.8049 2.3931 1.5440
C -0.7398 -1.5827 -4.0117
C -1.0690 -2.6643 0.3490
C -0.0516 -0.6629 -0.5633
C -0.2188 -0.6530 -3.1679
C -0.4807 -1.1264 -1.8382
C -1.4847 2.0811 2.6526
C 0.2096 0.6103 -3.7435
C -0.3513 -1.4554 0.4927
C 2.1695 2.1914 1.3944
C -1.5831 -3.1231 -0.8576
C 2.0050 0.8225 3.3630
C 2.7848 1.4102 2.3787
C 0.5899 0.9472 3.4342
C -1.1959 -2.3381 -1.9804
H -2.0230 1.1308 2.7969
H 2.8526 2.6375 0.5773
H 0.6957 0.1497 -0.6630
H -1.7095 -3.4696 -3.6912
H -1.9551 -4.0974 -1.1126
H 0.0454 0.5812 4.2965
H -0.2192 0.9529 -4.7284
H 1.2822 0.6131 -3.9175
H -1.4530 2.4973 3.8294
H -1.9479 2.7670 1.9681
H 0.0908 1.4522 -3.0448
H -0.0232 -1.1215 1.4851
H 3.8437 1.2197 2.4602
H -0.8238 -1.4681 -5.0843
H 2.4668 0.2124 4.1510
H -1.5183 -3.1426 1.2287
H 0.3164 3.1301 0.8427

## Properties
E_LUMO	0.93	eV
net charge	0
HOMO energy	-7.7	eV

Atom charges from the natural (NBO) analysis, given in e for atoms 1 to 6: -0.534 -0.009 -0.235 -0.018 -0.222 -0.218


## 4
A 2-piece molecular cluster, C16H17N overall, computed with ωB97M-V/def2-TZVPD.

CARTESIAN COORDINATES (ANGSTROEM)
N 0.4939 1.9925 3.1781
C -1.5159 -1.0747 2.7472
C -0.9001 -2.4248 -2.2654
C 0.1599 -0.8052 1.0196
C 0.2960 0.0129 -2.7724
C 2.4882 1.2732 0.1203
C -1.1299 0.0841 3.3930
C 1.5583 1.3503 1.2945
C -0.1081 0.8251 2.8002
C 0.2797 -2.3719 -3.0025
C 0.8760 -1.1509 -3.2639
C 0.5427 0.3892 1.6218
C 1.4597 2.3275 2.2329
C -0.8681 0.0069 -2.0093
C -1.4295 -1.2471 -1.7636
C -1.6213 1.2291 -1.5913
C -0.9166 -1.4945 1.5533
H 0.6188 -1.2370 0.1369
H 2.1528 3.1209 2.4772
H -1.0418 2.1404 -1.7426
H 1.6980 -1.0596 -3.9599
H -2.3330 -1.3328 -1.1593
H -2.5623 1.3822 -2.1186
H -1.6915 0.5289 4.2051
H 2.9317 2.2261 -0.1785
H -2.2929 -1.6874 3.1902
H 0.7208 0.9870 -3.0107
H -1.7725 1.2040 -0.5104
H -1.2424 -2.4253 1.1063
H 0.7224 -3.2592 -3.4380
H -1.3462 -3.3834 -2.0283
H 3.3024 0.5842 0.3736
H 1.9397 0.8777 -0.7291
H 0.5311 2.4117 4.0933

## Properties
E_LUMO	0.95	eV
net charge	0
HOMO energy	-7.7	eV

Atom charges from the natural (NBO) analysis, given in e for atoms 1 to 6: -0.537 -0.215 -0.208 -0.213 -0.221 -0.633


The calculated energies rank the structures as follows, beginning with the most stable: 4, 2, 1, 3.